# 1
C6H9NO2 | the ωB97M-V functional and the def2-TZVPD basis

LUMO (alpha / beta)	0.165 / 0.166	eV
HOMO (alpha / beta)	-0.25298 / -0.25304	Eh
orbital gap (alpha / beta)	0.2591 / 0.2591	hartree
relative energy (zero: lowest compared OMol25 entry of this formula, charge and spin)	579.7	kJ/mol

```
18
Properties=species:S:1:pos:R:3:forces:R:3:mulliken_charge:R:1
C -1.31999 0.79514 0.19561 0.6 -0.2 -0.1 0.48
H -0.42054 -1.81779 1.63052 0.0 0.1 0.1 0.34
H 0.63022 -0.44099 -2.26677 0.0 0.0 0.1 0.38
H 2.51275 2.37575 0.03195 0.1 0.0 0.1 0.46
C 0.39877 -1.60714 0.95975 -0.1 0.5 -0.7 -1.18
H 0.31500 -2.14152 -1.81852 0.0 0.1 0.1 0.33
C 0.76711 0.90949 -0.02607 -0.1 0.7 0.0 -0.27
O -1.19572 -0.42274 -0.34554 -0.1 0.1 -0.1 -0.41
H -1.33055 1.81937 1.90210 -0.1 -0.1 0.0 0.26
O -1.95168 1.74622 -0.49049 0.1 -0.4 0.1 -0.44
C 1.70788 1.68039 0.01822 -0.1 -0.1 -0.1 -0.56
C 0.22284 -0.79251 -0.16334 -0.8 -1.1 0.6 1.05
H -1.98221 1.48868 -1.42281 0.2 0.0 0.0 0.35
H 1.86124 -1.37436 -1.39715 0.0 0.0 0.0 0.38
C 0.78951 -1.20920 -1.50897 0.1 0.3 0.1 -1.38
N -1.46027 0.88430 1.53749 0.3 -0.1 0.1 -0.39
H -0.90457 0.16835 2.01689 -0.1 0.2 -0.1 0.32
H 1.36021 -2.06143 1.14712 0.0 0.0 0.0 0.29
```
Positions in Å, forces in eV/Å.

=====

# 2
C26H31AlClFN4O2 | the ωB97M-V functional and the def2-TZVPD basis

net charge	-2
LUMO	3.427	eV
HOMO	0.01937	Eh
orbital gap	0.1066	hartree

```
66
Properties=species:S:1:pos:R:3:forces:R:3:mulliken_charge:R:1
C 1.76572 1.99764 -2.77367 -0.1 0.2 -0.1 -0.54
H 1.17681 -5.78378 3.69139 -0.1 0.0 0.0 0.24
F -1.07725 -3.63412 5.20555 -0.2 -0.2 0.4 -0.54
H 1.96427 -3.56006 4.21886 0.1 0.1 -0.1 0.30
H 2.76934 1.72554 -3.08494 0.0 0.0 0.0 0.43
C 3.07475 -0.14802 3.34272 -0.1 0.0 0.0 -0.33
C 4.87361 1.09121 1.72614 -0.1 -0.1 0.0 -0.47
O -0.11111 -0.20581 2.80886 -0.2 -0.1 -0.1 -0.63
O -0.02521 -0.20530 5.04876 0.0 -0.1 -0.2 -0.69
H -1.34230 2.57237 -3.95816 0.0 0.0 0.0 0.47
H -2.31533 6.91630 -1.40298 0.0 0.0 0.0 0.39
C 0.36580 2.49633 -1.04667 -0.1 -0.1 0.1 -0.30
C -3.14394 6.08970 -4.56872 0.0 0.0 0.0 -0.18
H 3.15449 1.79454 0.59209 0.1 0.0 -0.1 0.38
C 0.51049 -2.35698 -3.42977 0.0 0.0 0.1 -0.48
C 1.33807 -5.10045 2.84960 -0.1 -0.1 0.0 -1.21
H 1.52620 0.63280 2.14536 0.0 0.0 0.1 0.51
H -3.37896 -2.60024 3.72356 0.0 -0.1 0.0 0.36
H -0.05840 6.59191 -2.42801 0.0 0.0 0.0 0.38
H 0.34533 -0.67696 -0.49490 0.0 0.0 0.0 0.67
C -1.79319 -3.16175 2.30371 -0.2 -0.1 0.3 -0.07
C 0.75050 2.13150 -3.71062 0.0 0.0 0.0 -0.47
H 0.53293 -5.29196 2.12922 0.0 0.0 0.0 0.25
H -1.46055 -4.22863 -1.41806 0.0 0.0 0.0 0.36
C -0.52082 2.45859 -3.26149 0.0 0.0 0.0 -0.12
H -1.49962 -2.36862 1.61409 0.0 -0.1 -0.1 -0.07
H -0.50867 -4.23670 -3.72692 0.0 0.0 0.0 0.36
H -3.76173 -2.22894 2.05580 0.1 0.1 0.0 0.24
C -0.71890 2.63873 -1.90272 0.0 0.0 0.0 -0.70
H -5.20946 -3.97754 2.68476 0.0 0.1 0.0 0.40
N 4.36976 -0.29802 3.62761 0.0 0.1 0.0 -0.61
C 3.51637 1.21951 1.43597 0.0 0.1 0.1 -0.16
H 6.28944 0.19964 3.07098 0.0 0.0 0.0 0.33
H 0.08347 5.94101 -4.81117 0.0 0.0 0.0 0.41
H 1.38557 -0.49982 -2.76252 0.0 -0.1 0.0 0.37
C -0.96087 6.46955 -3.01092 0.0 0.0 0.0 -0.32
H 0.94730 -2.32342 -4.42107 0.0 0.0 0.0 0.37
C 1.32191 -3.64382 3.32982 0.1 -0.2 0.1 -0.31
H -1.68686 -4.12871 1.78942 0.1 0.1 -0.1 0.33
H -1.69396 2.88143 -1.50245 0.0 0.0 0.0 0.51
Al -0.47415 -2.85043 3.81375 0.3 0.5 -0.6 -0.30
H 0.24509 2.61565 0.02464 0.0 0.0 0.0 0.50
C -0.29721 -3.41904 -3.04912 0.0 0.0 0.0 -0.50
C -3.33012 6.45225 -3.24300 0.0 0.0 0.0 -0.33
C -0.88278 6.10594 -4.34752 0.0 -0.1 0.0 -0.19
H -4.02769 -4.59019 1.51433 0.0 0.0 0.0 0.29
C -3.26678 -2.97595 2.69836 -0.1 0.2 0.1 -0.70
H 0.95349 1.97761 -4.76259 0.0 0.0 0.0 0.40
N 1.58739 2.18627 -1.47014 0.2 0.0 0.0 -0.22
C 2.60720 0.59865 2.26882 0.0 0.1 -0.3 -0.15
Cl -3.80350 -5.57507 3.62163 0.1 -0.1 0.1 -0.27
C 0.75494 -1.34451 -2.51487 0.0 0.0 0.0 -0.30
C -0.82927 -3.41624 -1.76501 0.1 0.1 -0.1 -0.29
H -3.99968 5.92486 -5.21481 0.0 0.0 0.0 0.36
C 0.17593 -1.43520 -1.25372 0.0 0.0 0.0 -0.44
C -2.21271 6.64523 -2.44556 0.0 0.0 0.0 -0.26
H -4.32963 6.57122 -2.84701 0.0 0.0 0.0 0.36
H 1.77303 -2.99307 2.56865 0.0 0.0 0.0 0.20
C -4.15195 -4.18847 2.52198 -0.1 -0.1 -0.3 -0.65
H 2.31504 -0.59969 3.97165 0.2 -0.2 0.2 0.38
H 2.27280 -5.42546 2.36381 0.0 0.1 0.0 0.36
C -0.19635 -0.80450 3.94374 -0.1 0.1 0.3 0.56
C 5.23671 0.32679 2.82532 0.0 0.0 -0.1 -0.29
N -1.94691 5.91258 -5.12305 0.0 0.0 -0.1 -0.62
H 5.63497 1.55883 1.11098 0.0 0.0 0.0 0.36
N -0.60283 -2.44672 -0.88973 -0.1 0.0 0.0 -0.11
```
Positions in Å, forces in eV/Å.

=====

# 3
C11H15N2O2 | the ωB97M-V functional and the def2-TZVPD basis

net charge	+1
LUMO (alpha / beta)	-4.482 / -4.483	eV
HOMO (alpha / beta)	-0.41005 / -0.41002	Eh
orbital gap (alpha / beta)	0.2453 / 0.2453	hartree
relative energy (zero: lowest compared OMol25 entry of this formula, charge and spin)	467.3	kJ/mol

```
30
Properties=species:S:1:pos:R:3:forces:R:3:mulliken_charge:R:1
H -1.73231 0.01183 -1.45472 1.1 1.8 0.9 0.12
C 3.04587 0.80632 -0.96174 -0.9 -0.4 2.1 -0.65
C 1.07297 0.71673 0.07623 -1.1 -1.5 1.5 0.11
H 2.07157 -2.33180 -1.07494 1.2 -0.3 -0.6 0.29
H -3.91146 2.61652 0.35940 -1.4 2.1 0.3 0.27
H 1.82663 -0.30647 1.77741 0.6 -0.8 -0.3 0.19
O 1.65003 0.87063 -1.14115 0.5 0.2 0.2 -0.42
H -3.53076 0.94677 0.59572 -1.3 -3.1 1.3 0.41
C -3.28722 1.83070 0.17961 2.8 -0.5 -1.1 -1.06
H -1.72194 0.61944 1.50264 -0.4 0.7 -0.5 0.31
C -2.24214 -2.29060 -0.58788 2.1 0.1 1.0 0.07
H 4.35223 0.46190 0.85594 -0.8 0.3 -1.1 0.40
H 1.56867 -2.72720 1.38541 -0.7 0.8 -0.6 0.28
N 0.71411 -2.20752 1.11488 2.5 -2.0 -2.0 -0.35
C 3.37442 0.59905 0.34124 0.6 -0.2 -0.2 -0.22
C 2.11276 0.53738 1.15655 -1.5 2.5 1.2 -0.48
H 1.93789 1.34565 2.04838 0.8 -1.2 -2.3 0.30
H -2.06838 2.86888 -0.85621 1.1 3.6 -1.6 0.40
H -0.55936 1.32503 -1.80305 0.5 0.3 -0.1 0.49
C -2.15470 1.93972 -0.50502 -0.7 -2.3 0.4 -0.38
C -1.07085 -2.12168 -0.31397 -2.8 -0.6 -1.7 -0.86
C 0.30423 -2.13129 -0.19425 2.2 1.7 2.3 0.58
C -1.12283 0.92286 -0.98615 -2.6 -2.5 0.2 -0.08
O -0.89459 0.16953 1.34860 1.6 -1.1 0.7 -0.46
C -0.26531 0.40846 0.16403 0.3 2.9 -1.5 0.50
H 3.50557 0.90877 -1.91635 0.8 0.1 -0.1 0.51
N 1.15366 -2.02175 -1.27178 -3.2 -0.9 2.5 -0.25
H 0.58261 -2.28318 -2.05704 1.0 -0.2 -1.0 0.28
H -3.25592 -2.55552 -0.55598 -0.9 0.0 -0.3 0.46
H 0.19733 -1.88527 1.88915 -1.4 0.3 0.4 0.22
```
Positions in Å, forces in eV/Å.

=====

# 4
C6H10O | the ωB97M-V functional and the def2-TZVPD basis

LUMO	1.050	eV
HOMO	-0.34899	Eh
SMILES	C[C@@H]1[C@@H]2C[C@@H](O)[C@H]12
orbital gap	0.3876	hartree
relative energy (zero: lowest compared OMol25 entry of this formula, charge and spin)	152.6	kJ/mol

```
17
Properties=species:S:1:pos:R:3:forces:R:3:mulliken_charge:R:1
H -2.60843 -0.38329 1.16879 0.1 -0.2 -0.1 0.37
C -1.12386 0.50495 -0.05127 -0.1 0.1 0.1 0.10
H 2.37370 1.27153 0.32620 0.2 -0.2 0.0 0.33
H 0.11117 1.32019 -1.76535 -0.1 -0.1 0.2 0.34
H -1.72265 1.41068 -0.17238 0.1 -0.1 0.2 0.43
O 2.52088 0.37680 0.66800 0.1 0.0 0.0 -0.57
C 0.92963 -0.66689 -0.89039 0.0 -0.1 0.0 -0.79
H 0.37075 1.69634 1.18407 -0.1 0.0 -0.4 0.39
C 0.20439 0.80841 0.57119 0.0 0.4 0.0 -0.70
H 1.80702 -0.67371 -1.54365 -0.1 0.1 0.2 0.32
H 1.29106 -1.09606 1.31330 -0.1 0.2 0.0 0.33
H -1.31785 -1.49668 0.71923 -0.1 0.0 -0.1 0.31
C 0.06080 0.59061 -0.95900 -0.1 0.1 -0.3 -0.30
C -1.95563 -0.69224 0.34380 0.1 -0.1 0.0 -1.37
H -2.59046 -1.07506 -0.46327 0.2 0.1 0.1 0.31
H 0.37895 -1.60704 -1.02016 0.1 0.2 0.0 0.27
C 1.27053 -0.28853 0.57086 -0.1 -0.2 0.0 0.22
```
Positions in Å, forces in eV/Å.

=====

# 5
C21H39HfNP2 | the ωB97M-V functional and the def2-TZVPD basis

net charge	+2
LUMO (alpha / beta)	-9.412 / -9.416	eV
HOMO (alpha / beta)	-0.48486 / -0.48477	Eh
orbital gap (alpha / beta)	0.1390 / 0.1387	hartree
relative energy (zero: lowest compared OMol25 entry of this formula, charge and spin)	267.2	kJ/mol

```
64
Properties=species:S:1:pos:R:3:forces:R:3:mulliken_charge:R:1
H -2.74722 0.77749 0.42681 0.1 0.1 0.4 1.09
C -0.97026 1.21399 -0.84263 -0.5 0.6 -0.7 -0.95
C 1.11928 1.70267 0.69663 3.7 -2.1 -0.9 -0.27
N -1.95417 0.63163 3.77742 1.0 0.8 -1.8 0.15
P 2.58922 -0.01685 -2.71269 1.3 -0.5 -1.6 1.17
C 1.39812 -0.86398 1.08562 -0.1 -0.8 0.4 -0.99
H 0.69900 3.70661 2.73010 -0.1 0.2 0.0 0.39
C -0.13085 3.14775 3.17139 -0.1 0.9 -0.2 -1.23
H 0.22415 2.83629 4.17917 -0.3 -0.3 -0.4 0.39
H 1.18781 -3.50783 -2.32164 -0.4 0.1 -0.1 0.35
H 4.91860 -0.16584 -3.35622 -0.2 -0.1 0.5 0.41
C 0.01259 -1.40177 0.58214 0.6 -0.6 0.2 0.47
H -1.08094 0.54933 -1.73007 0.2 0.2 0.7 -0.04
C -1.67763 0.57339 0.34762 0.1 -3.2 -1.0 -0.22
H 1.14813 0.85892 -1.28265 0.3 -0.6 0.4 -1.55
H 1.76102 -1.50240 1.92427 -0.4 0.6 -0.4 0.42
C -1.53120 -1.58302 -4.18906 -0.7 -0.2 0.1 -1.37
H 3.02252 -2.21987 -3.70959 -0.4 0.3 -0.1 0.47
H 0.77475 -0.73327 -5.27068 0.3 -0.2 0.4 0.50
C -1.84486 -0.31253 4.77984 -1.9 -0.2 1.2 0.46
H 0.71330 2.53751 -1.21450 -0.2 -0.2 0.4 0.79
H -4.93346 0.85240 5.19250 0.3 -0.1 0.1 0.48
H -0.10600 -2.43465 0.96706 0.0 0.6 -0.1 0.77
H 1.03343 -2.47503 -5.08137 -0.2 0.4 0.2 0.56
Hf -0.62021 1.27447 2.16692 -3.5 1.8 7.6 -0.05
C -3.22839 1.19470 3.85560 -0.1 -0.8 1.0 0.78
H 1.61029 2.65490 0.94452 -0.6 -0.3 0.3 0.82
C 4.37321 -0.27165 -2.39845 0.6 0.3 0.3 -1.33
H -1.60554 -0.64763 -4.77858 0.0 -0.4 0.4 0.39
H 4.55036 -1.29279 -2.00742 -0.1 0.6 -0.1 0.37
H -1.42733 -2.42727 -4.89762 -0.1 0.4 0.3 0.42
H 2.17004 -0.99641 0.30596 -0.5 0.3 0.2 0.42
C -3.03957 -0.34429 5.50738 1.2 -0.3 -0.5 -0.91
H -1.51835 2.14465 -1.12546 0.3 -0.6 0.5 0.46
C -3.72964 2.21305 2.91710 -0.3 0.2 -0.4 -1.23
H -3.23600 -1.00808 6.34776 0.0 0.3 -0.3 0.49
H 0.15641 -3.87097 -3.73683 0.0 0.2 0.5 0.47
C 1.10713 -1.50836 -4.55361 0.2 0.2 0.2 -1.26
C 1.40076 0.58455 1.54542 1.9 1.5 -2.0 -0.69
H 1.99846 0.76122 2.44841 -0.1 0.4 -0.1 0.80
C 0.55008 1.58366 -0.68490 -0.6 1.0 0.4 0.76
H 3.16561 -0.92116 -4.91052 0.0 -0.2 0.4 0.60
H 1.66103 1.54671 -4.37468 0.4 0.0 0.3 0.33
H 4.75455 0.47600 -1.68378 0.1 -0.4 -0.2 0.39
C -1.20726 -0.61659 1.01241 -2.5 -0.3 -3.8 -0.48
H -1.92405 -1.14978 1.65696 0.3 0.5 0.0 0.66
H -0.13475 -0.86535 5.91180 0.0 -0.2 -0.3 0.33
H -2.45306 -1.72297 -3.60070 0.2 0.1 -0.4 0.36
H -0.96253 3.84913 3.34514 0.3 -0.1 0.0 0.40
C -3.91122 0.60517 4.92367 0.6 0.4 -0.9 -0.69
H -3.85109 1.80369 1.90212 -0.2 0.3 0.1 0.24
H -3.09608 3.11200 2.86844 -0.1 0.0 0.0 0.26
C 2.54531 -1.29225 -4.07767 -0.3 -0.1 0.1 -1.27
H -0.97114 -2.19292 5.06570 0.4 0.2 0.0 0.36
H -0.59465 -3.72489 -2.12083 0.4 0.0 -0.1 0.39
H -4.72332 2.53350 3.26157 0.3 0.0 -0.3 0.37
H 3.38200 1.17152 -4.67232 -0.3 0.2 0.3 0.46
H 2.95291 2.32418 -3.37680 -0.2 -0.2 -0.2 0.39
C -0.65312 -1.14259 4.98152 0.4 -0.5 0.5 -0.96
H 0.04899 -1.49762 -0.52499 -0.3 0.5 0.5 -1.10
P -0.06370 -1.52268 -3.08099 0.0 -0.9 -2.0 0.90
C 2.64118 1.40156 -3.88883 0.1 0.4 0.1 -1.48
H 0.06033 -1.06095 4.15294 0.1 0.0 -0.1 0.03
C 0.19698 -3.32842 -2.77580 -0.2 -0.3 0.3 -1.43
```
Positions in Å, forces in eV/Å.

=====

# 6
C3H4N2OS | the ωB97M-V functional and the def2-TZVPD basis

LUMO	0.597	eV
HOMO	-0.32470	Eh
SMILES	N#CS/C=C\NO
orbital gap	0.3466	hartree
relative energy (zero: lowest compared OMol25 entry of this formula, charge and spin)	381.5	kJ/mol

```
11
Properties=species:S:1:pos:R:3:forces:R:3:mulliken_charge:R:1
N 0.66768 -0.97630 0.02183 -1.3 0.8 0.2 -0.11
N -2.79448 0.31551 0.34927 -0.9 0.1 0.4 -0.40
S -0.61771 1.46240 1.56783 1.3 0.6 -0.6 -0.21
H 0.35714 -1.09521 0.97160 0.1 0.0 0.1 0.21
O 1.45210 -1.98628 -0.46570 1.9 1.3 0.3 -0.43
H 0.88875 -2.68431 -0.70994 -1.4 -1.3 -0.6 0.33
C -2.07782 0.89762 1.03941 -1.1 -1.1 -0.8 0.41
C 0.03261 1.31086 -0.11792 -0.4 2.5 2.3 -0.63
H 1.18598 0.31025 -1.45411 0.4 0.0 -1.2 0.41
H 0.30524 2.18925 -0.62075 -0.3 1.4 -0.4 0.42
C 0.60050 0.25621 -0.58152 1.7 -4.2 0.5 0.00
```
Positions in Å, forces in eV/Å.